1.
This record from the OMol25 dataset describes C20H18BNO3 in the gas phase in a non-equilibrium geometry. The level of theory is ωB97M-V/def2-TZVPD.

The geometry in XYZ format:
```
43
Properties=species:S:1:pos:R:3:forces:R:3
O -1.48409 -1.11310 3.46474 -0.1518 -2.0112 -0.6824
O 0.80579 -7.23815 1.52287 -0.9746 -0.3103 -0.5351
O -0.77702 -7.57539 -0.38336 0.6673 1.2220 0.9335
B -0.08787 -6.76846 0.52521 1.5522 -0.1323 -0.4284
C -1.44685 -0.64097 2.34370 0.7979 1.6430 1.5856
C 2.51216 5.24450 -3.48990 0.2694 1.5207 -0.3574
C 1.90939 5.95759 -2.40983 2.7008 0.9270 -1.5720
C 2.17973 3.90384 -3.69935 1.8040 0.7624 -0.4394
C -1.25890 -4.89866 1.26362 -2.1857 0.9863 1.9690
C 0.50741 -4.24000 -0.18427 -0.0265 1.3617 0.4074
C 1.35435 5.22516 -1.42579 -0.8706 0.1151 -0.0828
C 1.34130 3.31719 -2.81844 -1.6553 -0.8744 1.5194
C -0.94508 2.45949 -1.00652 0.0402 0.4663 1.7622
C 0.51777 3.28277 0.69250 2.1728 1.0468 1.3894
C -1.58211 -3.60952 1.64620 2.1970 1.2830 -2.1494
C 0.17575 -2.91227 0.10647 0.8203 0.9649 -0.4443
C -1.52934 1.68111 -0.03524 -0.1706 -0.5403 0.5767
C -0.08139 2.57319 1.69960 -0.2791 -1.8423 -0.3076
C -0.26899 -5.19731 0.38707 0.1564 -2.9903 0.2835
C 0.94510 3.95281 -1.62421 -0.3725 -1.7639 -1.3628
C 0.09071 3.29042 -0.61445 1.0400 -0.4027 -0.9956
C -0.85723 -2.57405 1.00215 0.5973 -1.4580 -1.1207
C -1.09684 1.70668 1.30399 -0.6806 0.0442 0.2245
N -1.14466 -1.21315 1.13274 -0.4893 0.8325 1.3119
C -1.68664 0.85147 2.39613 0.5763 1.5766 0.1927
H 1.14572 -6.68723 2.26162 -0.6709 -0.1492 -1.2943
H -0.64747 -8.51664 -0.43324 0.2556 -0.4933 0.4576
H 3.27504 5.78983 -4.11897 -1.1761 -0.7526 0.5207
H 2.08567 7.05070 -2.24999 0.0207 -1.1505 -0.3250
H 2.70017 3.22925 -4.39630 -0.3966 0.8308 -0.1319
H -1.82996 -5.68815 1.76669 0.2189 0.0748 -0.2475
H 1.39404 -4.53456 -0.71440 0.1356 0.2804 -0.4781
H 1.08930 5.60602 -0.50753 -0.5747 1.4475 1.8247
H 0.99891 2.32014 -3.04359 -0.0142 -0.3328 0.2643
H -1.37840 2.48843 -1.95959 -0.1397 -0.0762 -1.4192
H 1.49034 3.74761 0.98373 -0.9133 0.0477 -0.6228
H -2.25050 -3.30121 2.36931 -1.5523 0.0428 1.3900
H 0.78764 -2.06785 -0.33223 -0.7714 -1.0382 0.4901
H -2.29437 0.99209 -0.37224 -0.2936 0.0033 0.3433
H 0.34158 2.34791 2.70082 -0.1836 0.9744 -0.7258
H -0.85017 -0.53088 0.42938 -0.1115 -0.7181 0.2122
H -1.40541 1.33791 3.41802 -0.1403 -1.5248 -1.7376
H -2.74457 0.95141 2.40290 -1.2277 0.1071 -0.1988
```
Forces are in eV/Å.

Calculated values
Gap between HOMO and LUMO ... 0.333 Ha
Strongest force on any atom ... 3.33 eV/A
Structure (SMILES) ... O=C(Cc1ccc(-c2ccccc2)cc1)Nc1ccc(B(O)O)cc1
LUMO level ... 0.50 eV
ΔE to the lowest compared entry with this formula, charge and spin ... 166.9 kJ/mol
Molecular weight ... 331.2 g mol⁻¹
Calculated total energy ... -29342.72977 eV


2.
This record from the OMol25 dataset describes a molecular structure, C20H18Br2N3O2Rh in a non-equilibrium geometry. The level of theory is ωB97M-V/def2-TZVPD.

The geometry in XYZ format:
```
46
Properties=species:S:1:pos:R:3:forces:R:3
Rh 0.32161 1.29857 0.46023 -1.8159 -2.1235 -1.9504
Br 4.68913 -1.04524 -4.86717 -0.1244 0.0265 0.0899
C 3.22476 -0.71985 -3.74364 -0.0185 0.0462 0.1062
C 1.96898 -1.23153 -4.07163 0.3079 0.0051 -0.1357
C 0.89066 -1.00164 -3.25221 -0.4460 0.2719 0.5963
C 1.03504 -0.24911 -2.07043 1.7328 -0.2829 -1.0403
C 2.31335 0.25840 -1.76704 -0.9562 -0.0725 0.2808
C 3.39433 0.03229 -2.58222 0.2880 -0.1469 -0.3599
N 0.01679 0.02744 -1.17745 -1.5902 0.6783 1.2232
C -1.21613 -0.35074 -1.32043 1.5271 -0.0005 -0.5438
C -2.20512 0.02812 -0.36671 -1.4416 0.1808 0.8901
C -3.54030 -0.37886 -0.46001 0.7436 -0.0626 -0.3785
C -4.43786 0.00325 0.51721 -0.1654 0.2219 0.4136
C -3.99909 0.79082 1.57407 -0.0036 -0.2067 -0.2890
C -2.66549 1.17655 1.60268 -0.1104 0.1933 0.2949
N -1.80984 0.80397 0.66518 1.4695 0.2391 -0.4452
H 1.84972 -1.80919 -4.97764 -0.0250 0.0013 0.0087
H -0.07196 -1.40264 -3.53832 0.0239 -0.0548 -0.0592
H 2.43350 0.84193 -0.85526 0.1726 0.0143 0.0161
H 4.37228 0.42118 -2.33585 -0.0286 0.0359 0.0327
H -1.50369 -0.94793 -2.17547 -0.0733 -0.0887 0.0008
H -3.84454 -0.98924 -1.30048 -0.0459 -0.0068 0.0386
H -5.47304 -0.30611 0.46609 0.0083 -0.0156 -0.0402
H -4.67158 1.10148 2.36051 0.0289 0.0325 0.0065
H -2.28159 1.80153 2.39947 0.0299 -0.0053 -0.0427
C 1.32550 -3.84198 3.02477 -0.0560 -0.0087 -0.0733
C 1.16213 -2.35328 3.07087 -0.0271 0.1322 0.1041
C 1.24361 -1.64120 4.26593 -0.0143 0.0053 -0.1793
C 1.14286 -0.25623 4.26977 0.0022 0.2493 0.1138
C 0.95971 0.35639 3.05502 0.1021 -0.3140 0.1952
Br 0.89089 2.26142 2.83760 -0.1829 -0.0813 0.0455
N 0.82968 -0.28965 1.90243 0.2878 0.4994 0.4384
C 0.92569 -1.61832 1.91077 -0.0121 -0.2237 -0.0161
H 1.54549 -4.23346 4.01453 -0.0026 -0.0489 -0.0125
H 2.14129 -4.11786 2.35619 0.0100 -0.0100 0.0206
H 0.41971 -4.32466 2.65550 0.0027 -0.0067 0.0235
H 1.39232 -2.16343 5.20212 0.0327 -0.0227 -0.0088
H 1.21138 0.32206 5.18075 0.0306 -0.0379 0.0027
H 0.80846 -2.11678 0.95538 0.0563 0.0318 -0.0284
C -0.97061 3.96423 -2.63687 -0.0161 0.3528 -0.0991
O -0.67400 2.69574 -1.96396 -0.1754 -0.2864 -0.2762
C -0.16565 2.76397 -0.79170 0.3662 0.1749 1.5422
O 0.15227 3.68526 -0.08651 0.0539 0.9382 -0.6168
H -1.34514 3.69076 -3.61543 0.0083 -0.0742 0.0180
H -0.06297 4.55625 -2.72078 0.0356 -0.0804 0.0441
H -1.72251 4.50734 -2.06985 0.0105 -0.0694 0.0491
```
Forces are in eV/Å.

Calculated values
Total charge ... +2
Gap between HOMO and LUMO (spin up / spin down) ... 0.233 / 0.212 Ha
Strongest force on any atom ... 3.41 eV/A
LUMO level (spin up / spin down) ... -7.76 / -8.35 eV
ΔE to the lowest compared entry with this formula, charge and spin ... 176.0 kJ/mol
Molecular weight ... 595.1 g mol⁻¹
Calculated total energy ... -172674.76012 eV